DFT (the ωB97M-V functional and the def2-TZVPD basis) results for a structure of composition C25H18MnN4O8S2.

Its energy relative to the best compared isomer or geometry (same formula, charge and spin) is 21.02 kcal/mol. For the total energy, the calculation gives -3731.733299 hartree. Its HOMO energy (alpha / beta) is -10.09 / -10.10 eV. The calculation puts the orbital gap (alpha / beta) at 0.20109 / 0.22544 Eh.

```
! wB97M-V def2-TZVPD RIJCOSX def2/J DEFGRID3
* xyz 1 5
Mn -0.3260 -0.2906 -0.4098
O -3.6788 2.1919 -1.7881
C -2.8264 1.3179 -1.3161
O -1.6522 1.2668 -1.6461
C -3.3982 0.3430 -0.3382
C -4.6474 0.4751 0.2615
C -4.9829 -0.4089 1.2785
C -4.0894 -1.4116 1.6327
C -2.8920 -1.5166 0.9296
N -2.5561 -0.6407 -0.0259
C -1.8141 -2.5282 1.1664
O -2.0878 -3.6380 1.8262
O -0.6970 -2.3118 0.7385
H -3.2518 2.8495 -2.3632
H -5.3014 1.2771 -0.0364
H -5.9248 -0.3141 1.7963
H -4.3155 -2.0712 2.4578
H -3.0099 -3.7316 2.1089
O -0.7519 -2.9407 -3.8779
C 0.4986 -2.7940 -4.3412
C 0.8653 -3.4606 -5.5136
C 2.1463 -3.3573 -6.0092
C 3.0904 -2.5587 -5.3675
C 2.7436 -1.8761 -4.2272
C 1.4551 -1.9895 -3.6907
C 1.1435 -1.2393 -2.4855
O -0.0157 -1.2768 -1.9050
N 2.0749 -0.4616 -1.9807
N 1.6602 0.3296 -0.9775
C 2.6341 0.9141 -0.3302
S 2.4011 2.3039 0.6794
C 4.1968 2.6727 0.8312
C 4.9256 1.3530 0.8525
S 4.2719 0.3546 -0.5412
H -0.8609 -2.4024 -3.0705
H 0.1202 -4.0552 -6.0157
H 2.4270 -3.9054 -6.8959
H 4.0902 -2.4745 -5.7600
H 3.4460 -1.2413 -3.7123
H 4.3279 3.2443 1.7511
H 4.4874 3.2823 -0.0280
H 4.7490 0.7932 1.7728
H 5.9974 1.4830 0.7131
O 1.1928 -0.3923 1.7754
C 0.4114 0.5116 2.0405
N -0.5332 0.8823 1.1150
C -1.3968 1.8075 1.6563
O -2.3822 2.2476 1.0923
C -0.9194 2.0972 3.0379
C -1.4092 2.9360 4.0165
C -0.7098 3.0017 5.2200
C 0.4501 2.2676 5.4159
C 0.9455 1.4166 4.4304
C 0.2326 1.3282 3.2539
H -2.3039 3.5131 3.8552
H -1.0689 3.6353 6.0173
H 0.9727 2.3547 6.3562
H 1.8457 0.8380 4.5741
*
```

DFT (the ωB97M-V functional and the def2-TZVPD basis) results for a structure of composition C25H18OPS2Y.

Its energy relative to the best compared isomer or geometry (same formula, charge and spin) is 14.27 kcal/mol. For the total energy, the calculation gives -2214.775769 hartree. Its HOMO energy is -7.09 eV. The calculation puts the orbital gap at 0.22465 Eh.

```
! wB97M-V def2-TZVPD RIJCOSX def2/J DEFGRID3
* xyz 0 1
Y 1.0053 0.4189 -0.5131
O -1.3651 2.1819 0.1052
C -0.3873 1.8478 0.7475
C -0.1805 2.2701 2.1590
C -0.4189 3.5903 2.5338
C -0.1075 4.0120 3.8135
C 0.3954 3.1110 4.7401
C 0.5735 1.7811 4.3916
C 0.3171 1.3550 3.0959
P 0.4714 -0.3964 2.5451
C 0.3266 -1.2176 4.1848
C -0.9742 -1.4668 4.6176
C -1.2035 -2.0997 5.8251
C -0.1335 -2.4928 6.6128
C 1.1619 -2.2501 6.1874
C 1.3965 -1.6123 4.9811
C 2.2923 -0.4774 2.2901
C 2.8248 -1.7296 1.9785
C 4.1643 -1.8562 1.6608
C 4.9810 -0.7349 1.6452
C 4.4624 0.5110 1.9591
C 3.1211 0.6464 2.2827
H -0.8495 4.2642 1.8084
H -0.2684 5.0415 4.0923
H 0.6516 3.4347 5.7382
H 0.9196 1.0704 5.1285
H -1.8014 -1.1640 3.9885
H -2.2149 -2.3012 6.1468
H -0.3089 -2.9928 7.5536
H 1.9956 -2.5681 6.7964
H 2.4125 -1.4281 4.6624
H 2.1732 -2.5940 1.9818
H 4.5685 -2.8275 1.4196
H 6.0234 -0.8309 1.3846
H 5.1007 1.3838 1.9555
H 2.7268 1.6195 2.5540
S 0.5583 -2.2058 -0.7903
C 0.3563 -2.2560 -2.5426
C 0.6927 -3.4410 -3.1931
C 0.5470 -3.5734 -4.5583
C 0.0757 -2.5050 -5.3089
C -0.2549 -1.3215 -4.6831
C -0.1363 -1.1792 -3.3004
S -0.6595 0.3474 -2.5970
H 1.0585 -4.2611 -2.5955
H 0.8006 -4.5083 -5.0352
H -0.0334 -2.5941 -6.3793
H -0.6248 -0.4813 -5.2526
*
```

DFT (the ωB97M-V functional and the def2-TZVPD basis) results for a structure of composition C25H19Br2ClN5O5S4V.

Its energy relative to the best compared isomer or geometry (same formula, charge and spin) is 31.05 kcal/mol. For the total energy, the calculation gives -9758.916839 hartree. Its HOMO energy (alpha / beta) is -7.53 / -7.57 eV. The calculation puts the orbital gap (alpha / beta) at 0.23519 / 0.24016 Eh.

```
! wB97M-V def2-TZVPD RIJCOSX def2/J DEFGRID3
* xyz 0 3
V 0.1538 0.3954 -0.2557
O 1.4415 -1.4819 -2.9838
Cl 0.1943 -0.9613 -2.5999
O -0.8749 -1.3610 -3.4242
O -0.1100 -1.3791 -1.1424
O 0.2293 0.5248 -2.4283
C -1.1386 -2.2052 1.7241
C -0.4024 -1.1215 2.4468
C -0.1472 -1.2368 3.8374
C 0.4450 -0.2148 4.5139
C 0.7603 0.9905 3.8398
C 1.2789 2.1716 4.4407
Br 1.6658 2.1905 6.2916
C 1.4786 3.2985 3.7026
C 1.1793 3.3185 2.3197
Br 1.4090 4.9083 1.3494
C 0.7116 2.1983 1.6861
O 0.3921 2.1405 0.3889
C 0.5082 1.0245 2.4673
N -0.0278 -0.0433 1.7888
H -1.7787 -2.7465 2.4188
H -0.4471 -2.9200 1.2865
H -1.7409 -1.7966 0.9126
H -0.4250 -2.1512 4.3406
H 0.6540 -0.3034 5.5713
H 1.8601 4.1966 4.1661
N -2.8107 1.3836 1.9277
C -2.6028 1.9354 0.7217
S -2.3550 0.9209 -0.6319
N -2.6270 3.2696 0.6729
C -2.3387 4.1940 -0.3789
C -1.4670 3.9385 -1.4262
C -1.2404 4.9378 -2.3609
C -1.8521 6.1764 -2.2542
C -2.7062 6.4268 -1.1902
C -2.9508 5.4363 -0.2561
H -2.9184 0.3838 1.9712
H -3.0000 1.9278 2.7540
H -2.9210 3.7364 1.5216
H -0.9615 2.9928 -1.5071
H -0.5598 4.7371 -3.1770
H -1.6585 6.9438 -2.9896
H -3.1896 7.3882 -1.0882
H -3.6250 5.6267 0.5699
S 3.3465 -5.2525 1.4288
C 3.5424 -3.6381 1.0826
S 2.2253 -2.7706 0.3619
C 3.1388 -1.3072 0.3943
N 4.3367 -1.4540 0.8461
N 4.5706 -2.7672 1.2221
C 5.9055 -3.0002 1.6894
C 6.2810 -4.1875 2.3050
C 7.5933 -4.3472 2.7297
C 8.5306 -3.3457 2.5546
C 8.1409 -2.1620 1.9431
C 6.8397 -1.9819 1.5131
S 2.5625 0.2522 -0.1316
H 5.5670 -4.9752 2.4540
H 7.8718 -5.2768 3.2071
H 9.5494 -3.4826 2.8875
H 8.8545 -1.3626 1.7957
H 6.5440 -1.0589 1.0401
*
```

DFT (the ωB97M-V functional and the def2-TZVPD basis) results for a structure of composition C25H19BrF5N3O2PtS.

Its energy relative to the best compared isomer or geometry (same formula, charge and spin) is 0.00 kcal/mol. For the total energy, the calculation gives -4869.595493 hartree. Its HOMO energy is -7.50 eV. The calculation puts the orbital gap at 0.23639 Eh.

```
! wB97M-V def2-TZVPD RIJCOSX def2/J DEFGRID3
* xyz 0 1
Pt 1.2179 -0.6993 0.8605
Br -0.2723 3.4823 -6.2873
C -1.6054 3.0277 -5.0209
C -2.8442 2.5913 -5.4558
C -3.8070 2.2536 -4.5187
C -3.5386 2.3225 -3.1524
C -2.2926 2.8004 -2.7359
C -1.3323 3.1516 -3.6674
N -4.6138 1.9286 -2.3036
N -4.5138 1.8237 -1.0582
C -3.4438 1.2211 -0.3713
C -3.3846 1.5318 0.9745
C -2.3085 1.1999 1.7975
C -1.2436 0.4864 1.2782
O -0.1806 0.1776 1.9680
C -1.3641 0.0133 -0.0741
N -0.3448 -0.7956 -0.4887
C -0.3727 -1.3221 -1.6897
C -1.4501 -1.1014 -2.5607
C -2.4733 -0.2826 -2.1747
C -2.4475 0.3431 -0.9033
H -3.0570 2.5238 -6.5137
H -4.7911 1.9268 -4.8297
H -2.0757 2.9246 -1.6842
H -0.3702 3.5245 -3.3428
H -4.2094 2.1156 1.3656
H -2.2791 1.5009 2.8355
H 0.4637 -1.9550 -1.9572
H -1.4597 -1.5851 -3.5271
H -3.3080 -0.1272 -2.8389
C 3.2913 0.4650 -1.3478
C 3.7404 -0.8852 -0.8502
O 2.6108 -1.6738 -0.3849
C 3.0567 -2.9758 0.0899
C 1.8760 -3.8743 0.3626
H 4.1711 1.0298 -1.6596
H 2.7865 1.0286 -0.5645
H 2.6229 0.3697 -2.2046
H 4.4573 -0.8020 -0.0297
H 4.1947 -1.4641 -1.6572
H 3.6668 -2.8137 0.9801
H 3.6825 -3.3854 -0.7059
H 1.1294 -3.3633 0.9695
H 2.2172 -4.7444 0.9246
H 1.4120 -4.2209 -0.5612
F 0.4497 -0.8978 7.7326
C 0.9841 -0.7722 6.5192
C 1.8339 0.2803 6.2355
F 2.1124 1.1804 7.1795
C 2.3818 0.3991 4.9713
F 3.1884 1.4379 4.7442
C 2.1152 -0.5116 3.9537
S 2.8870 -0.3079 2.3838
C 1.2650 -1.5641 4.2790
F 0.9776 -2.5136 3.3825
C 0.6996 -1.6978 5.5327
F -0.1077 -2.7261 5.8013
*
```

DFT (the ωB97M-V functional and the def2-TZVPD basis) results for a structure of composition C25H19BrMgN5O8.

Its energy relative to the best compared isomer or geometry (same formula, charge and spin) is 3.70 kcal/mol. For the total energy, the calculation gives -4614.036013 hartree. Its HOMO energy is -4.50 eV. The calculation puts the orbital gap at 0.26030 Eh.

```
! wB97M-V def2-TZVPD RIJCOSX def2/J DEFGRID3
* xyz -1 1
Mg 1.1848 -1.2936 -0.3494
O 0.3984 -3.0347 -4.0953
C 1.0168 -3.0026 -2.9035
O 1.9927 -2.3347 -2.6927
C 0.4214 -3.9969 -1.9199
O 0.2146 -3.4476 -0.6386
C -1.1404 -3.0204 -0.4304
C -1.4421 -1.7110 -1.1850
O -2.6029 -1.3184 -1.1859
O -0.4113 -1.1852 -1.7228
H 0.8357 -2.3703 -4.6481
H -0.5038 -4.4040 -2.3307
H 1.1505 -4.8048 -1.8194
H -1.8326 -3.8008 -0.7546
H -1.2440 -2.8669 0.6423
Br -5.8689 1.0734 -1.5216
C -5.2151 1.2209 0.2536
C -5.4013 2.4060 0.9432
C -4.9129 2.5143 2.2353
C -4.2212 1.4612 2.8226
C -4.0833 0.2603 2.1271
C -4.5693 0.1412 0.8343
N -3.8016 1.6771 4.1768
N -2.7119 1.2731 4.6305
C -1.7072 0.6649 3.8343
C -1.1151 -0.4503 4.3954
C -0.2564 -1.2939 3.6919
C 0.0800 -1.0240 2.3599
O 0.8110 -1.7650 1.6237
C -0.4508 0.2148 1.8061
N -0.0743 0.4598 0.5358
C -0.4687 1.5582 -0.0553
C -1.2275 2.5313 0.6170
C -1.6323 2.2933 1.9021
C -1.2932 1.0757 2.5322
H -5.9216 3.2314 0.4770
H -5.0500 3.4248 2.8051
H -3.5602 -0.5739 2.5741
H -4.3965 -0.7610 0.2646
H -1.3980 -0.6993 5.4122
H 0.1496 -2.1817 4.1590
H -0.1786 1.6800 -1.0919
H -1.4942 3.4495 0.1109
H -2.2139 3.0320 2.4372
O 3.1725 -1.9413 -0.0736
N 4.0674 -1.2528 -0.6286
N 3.6370 -0.1339 -1.0910
O 2.3870 0.2387 -0.9745
C 4.5450 0.7173 -1.7752
C 4.0509 1.8960 -2.3142
C 4.9120 2.7497 -2.9887
C 6.2549 2.4350 -3.1250
C 6.7365 1.2511 -2.5781
C 5.8919 0.3875 -1.9029
H 3.0011 2.1157 -2.1927
H 4.5242 3.6688 -3.4098
H 6.9233 3.1043 -3.6513
H 7.7840 0.9954 -2.6774
H 6.2583 -0.5338 -1.4764
*
```

DFT (the ωB97M-V functional and the def2-TZVPD basis) results for a structure of composition C25H19InN2O10PS.

Its energy relative to the best compared isomer or geometry (same formula, charge and spin) is 26.51 kcal/mol. For the total energy, the calculation gives -2755.431860 hartree. Its HOMO energy is -10.71 eV. The calculation puts the orbital gap at 0.29054 Eh.

```
! wB97M-V def2-TZVPD RIJCOSX def2/J DEFGRID3
* xyz 1 1
In 0.5355 0.9399 -2.2647
O 4.9797 2.1046 -2.9531
C 3.7168 1.9141 -3.3271
O 2.7998 2.6397 -3.0526
C 3.5554 0.6710 -4.1583
C 4.5423 0.2475 -5.0408
C 4.2797 -0.8581 -5.8272
C 3.0625 -1.5097 -5.6869
C 2.1502 -1.0245 -4.7625
N 2.3903 0.0556 -4.0242
C 0.8326 -1.6918 -4.4475
O 0.3496 -2.5755 -5.3171
O 0.2328 -1.4437 -3.4348
H 5.0111 2.8890 -2.3828
H 5.4812 0.7788 -5.0937
H 5.0152 -1.2200 -6.5322
H 2.8660 -2.3986 -6.2721
H 0.8773 -2.6253 -6.1227
O -2.8435 1.1460 -1.3412
S -3.0226 -0.1137 -0.7064
O -3.4525 -1.2550 -1.4246
O -1.5733 -0.5077 -0.0234
C -3.8799 0.0594 0.8285
C -5.2497 0.2234 0.9267
C -5.7899 0.3598 2.1965
C -4.9748 0.3316 3.3253
C -3.6037 0.1635 3.2080
C -3.0553 0.0186 1.9410
P -1.3086 -0.1591 1.5192
C -0.6457 -1.5524 2.3838
C -1.4991 -2.6360 2.6050
C -1.0199 -3.7591 3.2545
C 0.2987 -3.7944 3.6897
C 1.1465 -2.7177 3.4663
C 0.6857 -1.5952 2.8000
C -0.5710 1.4178 1.8768
C -0.6956 2.4465 0.9417
C -0.1799 3.6954 1.2379
C 0.4414 3.9194 2.4615
C 0.5426 2.8992 3.3932
C 0.0409 1.6387 3.1054
H -5.8757 0.2392 0.0447
H -6.8576 0.4862 2.3111
H -5.4185 0.4374 4.3059
H -2.9771 0.1351 4.0907
H -2.5303 -2.6084 2.2737
H -1.6738 -4.6035 3.4228
H 0.6704 -4.6724 4.2014
H 2.1752 -2.7566 3.7975
H 1.3518 -0.7719 2.5783
H -1.1933 2.2778 -0.0048
H -0.2636 4.4951 0.5146
H 0.8480 4.8959 2.6881
H 1.0255 3.0762 4.3444
H 0.1359 0.8469 3.8365
O 2.5519 0.5838 1.2619
N 2.0470 0.3516 0.1811
O 2.6030 0.6788 -0.8990
O 0.9126 -0.2131 0.0860
*
```

DFT (the ωB97M-V functional and the def2-TZVPD basis) results for an isolated molecule of C25H19N3O.

Its SMILES is COc1ccc(-c2ccc3nc4cncc(/C=C/c5ccccc5)n4c3c2)cc1. Its energy relative to the best compared isomer or geometry (same formula, charge and spin) is 54.47 kcal/mol. For the total energy, the calculation gives -1203.454023 hartree. Its HOMO energy is -7.89 eV. The calculation puts the orbital gap at 0.26969 Eh.

```
! wB97M-V def2-TZVPD RIJCOSX def2/J DEFGRID3
* xyz 0 1
N 3.8820 3.6384 2.5020
N 0.3757 4.3787 2.4356
O -4.7153 -1.8854 -3.3742
C 2.8008 4.2729 2.7556
C 1.5173 3.7955 2.3181
C 3.8820 2.4375 1.7732
C 2.7133 1.8479 1.3696
C 2.8855 0.4892 0.8264
C 3.7511 -0.5443 1.0550
C 3.1077 -4.5127 -0.2295
C 4.3940 -3.9916 -0.0287
C 1.9846 -3.6585 0.0372
C -1.8670 3.5944 1.3785
C -4.2652 -1.0262 -1.0302
C -3.1567 -0.1769 -2.9355
C 4.5567 -2.6486 0.3426
C 2.2242 -2.3799 0.4340
C -3.5566 -0.1353 -0.1799
C -2.3592 0.6662 -2.1846
C -2.4883 2.6592 0.5484
C -0.4214 1.5255 0.3362
C -0.4936 3.4753 1.7663
C -4.0820 -1.0934 -2.4101
C 3.5142 -1.8306 0.5478
C -2.4789 0.6284 -0.7423
C -1.8121 1.5943 0.0292
C 0.1958 2.3972 1.2964
N 1.5204 2.5674 1.6750
C -5.6470 -2.9594 -3.1311
H 2.9556 5.2356 3.1776
H 4.8895 1.9552 1.5917
H 2.1764 0.2939 0.0268
H 4.7614 -0.3958 1.5751
H 2.9677 -5.5599 -0.5273
H 5.2105 -4.7033 -0.1747
H 0.9065 -3.9712 -0.0972
H -2.4515 4.3776 1.6707
H -4.8831 -1.5797 -0.3889
H -2.9853 -0.2419 -3.9940
H 5.5223 -2.1942 0.4614
H 1.3684 -1.8665 0.8025
H -3.8832 0.1253 0.8110
H -1.7103 1.4506 -2.6113
H -3.4462 2.8666 0.0861
H 0.2951 0.8658 -0.1925
H -6.5769 -2.5443 -2.8190
H -5.1852 -3.7972 -2.5479
H -5.8934 -3.4417 -4.0308
*
```

DFT (the ωB97M-V functional and the def2-TZVPD basis) results for a structure of composition C25H19N7O3PdS6.

Its energy relative to the best compared isomer or geometry (same formula, charge and spin) is 1.27 kcal/mol. For the total energy, the calculation gives -4090.228727 hartree. Its HOMO energy is -2.68 eV. The calculation puts the orbital gap at 0.22729 Eh.

```
! wB97M-V def2-TZVPD RIJCOSX def2/J DEFGRID3
* xyz -2 1
Pd -0.7251 0.1914 -1.8742
C 1.7506 -1.8891 -1.1688
C 1.4974 -0.8337 -0.1546
N 0.6320 0.1322 -0.3045
C 0.5974 0.9730 0.7900
C 1.4568 0.6354 1.7826
S 2.3206 -0.7825 1.3538
C -0.2803 2.1525 0.8281
C 0.1816 3.4107 1.0344
S -1.1304 4.4978 1.1338
C -2.2313 3.1797 0.8784
N -1.6565 2.0229 0.7216
C -3.7009 3.4083 0.8747
H 1.5958 -1.4607 -2.1584
H 1.0213 -2.7009 -1.0853
H 2.7561 -2.2995 -1.0790
H 1.5800 1.1307 2.7306
H 1.2105 3.7202 1.1138
H -4.0164 4.0455 1.7012
H -4.1973 2.4435 0.9521
H -4.0495 3.9001 -0.0345
O -8.5849 5.0044 -0.5967
S -7.4003 4.5319 0.0980
O -6.1590 5.1623 -0.3145
O -7.5469 4.3854 1.5374
C -7.2368 2.8014 -0.4543
N -8.2497 1.9811 -0.1693
C -8.0828 0.7159 -0.5262
C -6.9313 0.2415 -1.1327
C -5.9339 1.1756 -1.3803
N -6.1113 2.4577 -1.0610
C -4.6337 0.8285 -2.0076
C -3.8340 1.8283 -2.5550
C -2.6407 1.4812 -3.1611
N -2.1991 0.2073 -3.2794
C -2.9535 -0.7462 -2.6820
C -4.1567 -0.4758 -2.0504
H -8.9078 0.0419 -0.3125
H -6.8288 -0.7984 -1.4076
H -4.1544 2.8601 -2.5045
H -2.0251 2.2322 -3.6396
H -2.5921 -1.7629 -2.7764
H -4.6996 -1.2902 -1.5892
S 2.3697 -9.0485 0.0462
C 1.2183 -7.9024 -0.3771
S 1.4873 -6.6598 -1.5445
C -0.1165 -5.9693 -1.2695
N -0.7740 -6.6458 -0.3675
N -0.0271 -7.7229 0.1009
C -0.6467 -8.4754 1.1335
C -0.5457 -9.8594 1.1739
C -1.1795 -10.5599 2.1887
C -1.9167 -9.8927 3.1564
C -2.0248 -8.5094 3.0977
C -1.3962 -7.7979 2.0896
S -0.5951 -4.5802 -2.1115
H 0.0331 -10.3717 0.4202
H -1.0988 -11.6396 2.2186
H -2.4095 -10.4466 3.9458
H -2.6056 -7.9774 3.8408
H -1.4891 -6.7245 2.0150
*
```

Per-record max |F|, eV/A: 3.2; 2.5; 1.2; 2.3; 0.5; 0.6; 4.8; 0.6